No. 1
145
Properties=species:S:1:pos:R:3 method="wB97M-V/def2-TZVPD" total_energy_ev=-150793.40382 charge=+1 lumo_energy_ev=-6.07 homo_lumo_gap_ev=5.0820
C 2.59980 -4.46578 -1.03826
C 3.05668 -3.64343 -2.34073
O 4.24980 -2.80925 -2.16956
P 4.04978 -1.57687 -1.02957
C 4.89953 -2.18123 0.57695
C 5.34369 -0.92274 1.52588
O 6.45495 -0.35404 1.45087
C 4.22658 -0.50246 2.61374
C 3.66740 0.94363 2.62793
C 2.55374 1.25304 3.68948
C 2.04481 0.16551 4.66981
C 2.63641 -1.29318 4.69630
C 3.73825 -1.59938 3.64447
C 2.20150 -1.16484 -0.64639
O 1.89118 -1.38544 0.55792
C 1.15235 -0.65092 -1.74188
F 0.22481 -1.74208 -1.93661
F 1.85730 -0.52439 -2.97514
C 0.25880 0.61551 -1.32712
F -1.03265 0.40721 -1.94214
F 0.00305 0.75220 0.05444
C 0.75956 2.04481 -1.86028
F 0.79957 2.13615 -3.29870
F -0.26979 2.98310 -1.47370
C 2.10665 2.59514 -1.16161
O 2.35476 2.46864 0.05366
O 3.01041 3.30576 -2.00369
S 5.19753 0.10500 -1.70471
C 4.99506 0.48070 -3.53129
O 6.66013 -0.31092 -1.55812
O 5.05017 1.34429 -0.83525
H 1.44073 -4.47584 -1.05696
H 2.88827 -3.99293 -0.03930
H 2.89687 -5.57943 -1.09908
H 3.33735 -4.43624 -3.13840
H 2.20499 -3.03221 -2.83123
H 4.21060 -2.82028 1.22500
H 5.86675 -2.72810 0.26373
H 4.05592 1.72047 1.89297
H 2.08764 2.30282 3.71907
H 1.21131 0.44587 5.39451
H 2.26209 -2.10259 5.42134
H 4.23149 -2.63506 3.58441
H 3.53917 2.68883 -2.55644
H 5.44994 -0.35469 -4.16132
H 3.93190 0.78251 -3.81891
H 5.65606 1.41714 -3.71162
C -3.52805 1.65788 2.18242
C -3.84722 2.13509 3.45003
C -3.29781 1.53579 4.57976
C -2.42434 0.45938 4.42580
C -2.10701 -0.02738 3.15848
C -2.66356 0.57674 2.03591
N -1.82199 -0.16193 5.60826
O -2.13490 0.27542 6.70605
O -1.03539 -1.08352 5.42657
H -3.95499 2.13210 1.30327
H -4.52065 2.97423 3.55689
H -3.55490 1.91750 5.56191
H -1.43239 -0.86725 3.03019
H -2.42080 0.20718 1.04471
C 9.56642 -0.95999 6.92823
C 8.68396 0.08171 6.65646
C 7.31119 -0.13767 6.70421
C 6.83248 -1.40587 7.03030
C 7.71111 -2.45492 7.29603
C 9.08232 -2.22669 7.24311
N 5.38795 -1.63532 7.10647
O 4.64733 -0.69654 6.84848
O 5.00309 -2.75235 7.42715
H 10.63748 -0.78347 6.89547
H 9.06710 1.06658 6.41017
H 6.63435 0.68249 6.49043
H 7.34688 -3.44567 7.54578
H 9.77501 -3.03548 7.45118
C 8.90594 -2.15893 -3.59312
C 9.72820 -2.53651 -4.65092
C 11.10143 -2.65053 -4.45940
C 11.64022 -2.38785 -3.20098
C 10.82298 -2.00212 -2.14010
C 9.45117 -1.88793 -2.34160
N 13.08295 -2.53106 -2.98786
O 13.77067 -2.85295 -3.94635
O 13.51551 -2.32439 -1.86311
H 7.83326 -2.07632 -3.74468
H 9.29772 -2.74520 -5.62504
H 11.73125 -2.94561 -5.29161
H 11.23505 -1.79123 -1.15914
H 8.80538 -1.59120 -1.52181
C -3.63026 2.32775 -4.88311
C -3.12785 1.96383 -3.63696
C -3.98191 1.85822 -2.54483
C -5.34119 2.11511 -2.71212
C -5.85028 2.48719 -3.95548
C -4.98771 2.59322 -5.04229
N -6.24685 1.98035 -1.56856
O -5.76046 1.67041 -0.48981
O -7.43935 2.18156 -1.75731
H -2.96089 2.40397 -5.73493
H -2.06969 1.76008 -3.51774
H -3.57685 1.57410 -1.57956
H -6.90619 2.69372 -4.09355
H -5.37382 2.87932 -6.01505
C -9.84969 5.34768 2.66393
C -8.99905 4.96724 1.62975
C -7.62875 4.88010 1.85131
C -7.12074 5.17258 3.11659
C -7.96666 5.56136 4.15411
C -9.33537 5.64840 3.92221
N -5.68143 5.05784 3.36145
O -4.96615 4.73141 2.42117
O -5.27396 5.28934 4.49103
H -10.91968 5.40923 2.48865
H -9.40556 4.73545 0.65059
H -6.97694 4.58243 1.03708
H -7.57910 5.79530 5.13985
H -10.00304 5.94718 4.72351
C -11.13749 2.94190 -1.75030
C -12.47458 3.29153 -1.91746
C -12.86425 4.05109 -3.01616
C -11.90517 4.45178 -3.94503
C -10.56388 4.11129 -3.77912
C -10.18276 3.35385 -2.67593
N -12.31413 5.23029 -5.11696
O -13.49621 5.52663 -5.21992
O -11.45038 5.53608 -5.92778
H -10.83773 2.34406 -0.89437
H -13.21429 2.96884 -1.19196
H -13.90909 4.31668 -3.13477
H -9.81088 4.42337 -4.49482
H -9.14180 3.08076 -2.53875
C -3.27584 -6.60609 -3.33250
C -2.44409 -6.96504 -4.38970
C -1.07088 -7.06450 -4.19309
C -0.54076 -6.80599 -2.92942
C -1.36792 -6.43872 -1.86850
C -2.73963 -6.33917 -2.07569
N 0.90133 -6.93391 -2.71115
O 1.59919 -7.23918 -3.66819
O 1.32935 -6.73081 -1.57995
H -4.34812 -6.53503 -3.48865
H -2.86774 -7.17049 -5.36724
H -0.43410 -7.34520 -5.02505
H -0.96335 -6.23136 -0.88350
H -3.39267 -6.05717 -1.25642

No. 2
26
Properties=species:S:1:pos:R:3 method="wB97M-V/def2-TZVPD" smiles="CNN(c1ccc[nH]1)C1C=CC=C1" total_energy_ev=-15046.92262 de_lowest_ev=4.173 lumo_energy_ev=0.89 homo_lumo_gap_ev=7.9731
C -1.37367 -2.07743 2.55969
C -1.61320 -1.57599 1.29587
C -0.12949 -1.66826 2.93232
C -0.42611 -0.96809 0.82871
C 1.72173 2.22589 -1.44337
C 1.90535 1.22697 -2.51660
C 1.27184 1.50826 -0.38575
C 1.58758 -0.00012 -2.14172
C 1.16609 0.03719 -0.66193
C -1.74235 1.12692 -0.49208
N 0.39969 -0.97737 1.89865
N -1.07936 0.02926 -1.20051
N -0.11110 -0.58960 -0.44531
H -2.07271 -2.66704 2.99980
H -2.63584 -1.69349 0.83299
H 0.51710 -1.87808 3.66241
H 2.01158 3.16639 -1.51124
H 2.32327 1.58346 -3.46624
H 0.96072 1.84148 0.58352
H 1.46354 -0.90882 -2.51587
H 1.88701 -0.52269 -0.13984
H -1.75375 0.90081 0.52971
H -1.26662 2.13939 -0.76718
H -2.77923 1.22847 -0.78210
H 1.39708 -0.74790 1.87814
H -1.62914 -0.73962 -1.53208

No. 3
48
Properties=species:S:1:pos:R:3 method="wB97M-V/def2-TZVPD" smiles=BrCCBr.BrCCBr.BrCCBr.BrCCBr.BrCCBr.BrCCBr total_energy_ev=-853343.76620 de_lowest_ev=0.591 lumo_energy_ev=0.12 homo_lumo_gap_ev=9.9817
Br -0.29953 -1.53767 -0.64860
C 0.84266 0.06039 -0.70244
C 0.54164 0.86199 0.56185
Br 1.84852 2.34524 0.58356
H 0.69798 0.63851 -1.60824
H 1.88810 -0.20920 -0.59465
H 0.58103 0.33293 1.50584
H -0.42228 1.35512 0.47502
Br -3.29370 -1.53942 4.57706
C -2.26407 0.11440 4.37583
C -2.87889 1.05979 3.40266
Br -2.90136 0.29840 1.58299
H -1.27173 -0.26230 4.14631
H -2.22433 0.60852 5.34744
H -2.40044 2.03528 3.37721
H -3.93976 1.19388 3.59726
Br 2.14566 -1.77790 2.76791
C 1.08583 -3.20234 3.58158
C -0.18339 -3.41834 2.81087
Br -1.20099 -4.88079 3.63933
H 0.86172 -2.84928 4.59048
H 1.73780 -4.05532 3.73942
H 0.13264 -3.77467 1.83185
H -0.86999 -2.58109 2.80017
Br -3.35422 -1.33082 -4.72919
C -2.02061 0.06534 -5.24603
C -0.75853 -0.12509 -4.43289
Br 0.65436 1.14010 -5.06287
H -2.55712 0.97574 -5.00692
H -1.82335 0.01509 -6.31275
H -0.35000 -1.12359 -4.51606
H -1.00200 0.18563 -3.42147
Br -1.66157 7.00086 -1.96510
C -1.23447 5.77700 -0.57088
C 0.19764 5.26466 -0.62242
Br 0.43148 4.21487 -2.28618
H -1.86466 4.88922 -0.57434
H -1.49176 6.35959 0.31083
H 0.49537 4.63493 0.20677
H 0.96709 6.03508 -0.63903
Br 3.08204 -1.33863 -2.86960
C 3.75261 -2.40695 -1.39066
C 3.02989 -3.75364 -1.40101
Br 3.63676 -4.72549 0.20022
H 3.57518 -1.91001 -0.44074
H 4.81000 -2.64808 -1.47093
H 3.31100 -4.36421 -2.24993
H 1.96175 -3.64772 -1.24953

No. 4
70
Properties=species:S:1:pos:R:3 method="wB97M-V/def2-TZVPD" smiles="C[C@H]1COC(=O)O1.C[C@H]1COC(=O)O1.C[C@H]1COC(=O)O1.C[C@H]1COC(=O)O1.CO.CO.CO" total_energy_ev=-50995.48071 de_lowest_ev=3.631 lumo_energy_ev=-0.02 homo_lumo_gap_ev=10.2787
C 5.73167 -5.93192 -0.08547
O 6.77104 -4.96699 0.00238
H 5.47785 -6.28568 -1.08473
H 5.89603 -6.76460 0.59844
H 4.88176 -5.45183 0.39959
H 7.62583 -5.39333 -0.09341
C 2.46042 -1.51031 0.49510
O 2.09014 -0.19441 0.43399
H 3.36830 -1.65989 1.07947
H 1.67761 -2.05229 1.02573
H 2.60749 -1.86434 -0.52526
H 1.16480 -0.18450 0.68943
C 1.62093 5.17553 0.03278
O 2.69750 6.11207 -0.48027
H 1.90071 4.14878 -0.20305
H 1.35798 5.18635 1.09053
H 0.66214 5.30177 -0.47010
H 2.99485 5.62002 -1.24908
C 8.43244 1.17305 -0.70367
C 8.27116 0.69814 -2.10486
C 6.86783 0.54650 -2.72953
O 7.03977 0.90332 -4.08397
C 7.96810 1.80150 -4.11215
O 8.24024 2.46927 -5.08009
O 8.71111 1.82903 -2.89225
H 9.45094 1.46174 -0.44401
H 8.23625 0.39734 0.03653
H 7.75437 1.98511 -0.44120
H 9.02178 -0.07041 -2.28925
H 6.11909 1.14312 -2.20844
H 6.61642 -0.51244 -2.67007
C -4.46829 0.30167 6.99396
C -5.08716 -0.20096 5.67208
C -6.14358 0.74447 5.11017
O -5.43589 1.21422 3.96250
C -4.20593 0.78442 3.84125
O -3.43966 1.07733 2.91438
O -3.96720 -0.09980 4.80072
H -3.73841 -0.46985 7.23917
H -5.26133 0.39031 7.73648
H -3.83837 1.17904 6.84722
H -5.43707 -1.22549 5.79851
H -6.19720 1.56442 5.82634
H -7.03959 0.23446 4.75641
C -3.81388 -3.58386 0.06756
C -5.28957 -3.91467 0.57832
C -6.06685 -4.89036 -0.26183
O -6.31142 -5.97061 0.58788
C -5.90538 -5.69922 1.83725
O -5.97832 -6.48591 2.78489
O -5.11969 -4.55729 1.80114
H -3.30144 -3.21344 0.95542
H -3.78241 -2.82835 -0.71750
H -3.19260 -4.46651 -0.08423
H -5.88730 -3.00356 0.55181
H -5.48145 -5.17805 -1.13512
H -7.02472 -4.51142 -0.61818
C -1.57531 2.53261 -3.39574
C -2.12735 3.66597 -4.22057
C -3.59974 3.78999 -3.95624
O -3.77223 5.15757 -4.07262
C -2.65815 5.83066 -3.83408
O -2.43497 7.05826 -3.73854
O -1.68752 4.93450 -3.93953
H -1.66184 2.71329 -2.32430
H -0.55093 2.18136 -3.51975
H -2.18008 1.64250 -3.56912
H -1.88277 3.50174 -5.27001
H -4.01084 3.23817 -3.11091
H -4.16015 3.45300 -4.82829